One molecule with the formula C9H14O2 in a non-equilibrium geometry, computed with ωB97M-V/def2-TZVPD.

Element x y z (Å)
C 2.25801 0.99470 -1.40418
O 2.32901 0.27190 -0.16275
C 1.56955 -0.88263 -0.21951
C 0.62540 -1.11543 -1.15332
C -0.45354 -0.16382 -1.38897
C -1.01894 0.45224 -0.35021
C -2.16297 1.43040 -0.44802
C -0.54882 0.09117 1.10616
O -1.62839 0.38676 2.07315
C 0.11747 -1.30779 1.53944
C 1.54775 -1.63642 1.01731
H 2.95602 1.77502 -1.07932
H 1.17546 1.26882 -1.53198
H 2.48283 0.41660 -2.29602
H 0.39445 -2.14669 -1.40611
H -0.70147 -0.03079 -2.46852
H -2.82607 0.77708 0.15161
H -2.50011 1.68238 -1.38309
H -1.96432 2.42543 0.18211
H 0.21092 0.79710 1.38867
H -1.67907 1.28954 2.32375
H -0.75256 -2.05842 1.27736
H 0.06136 -1.48046 2.66360
H 2.37497 -1.40486 1.78410
H 1.69742 -2.60642 0.67994

Charge: 0
SMILES string: COC1=CC=C(C)[C@@H](O)CC1
Max |F| in eV Å⁻¹: 4.92
ΔE to the lowest compared entry with this formula, charge and spin in eV: 5.250
HOMO-LUMO gap in eV: 8.453
Calculated total energy in Eh: -501.64320